1.
Density functional theory data (wB97M-V/def2-TZVPD) for one molecule with the formula C5H7NO.

Structure (XYZ):
```
14
Properties=species:S:1:pos:R:3:nbo_charge:R:1
O 1.819 1.219 -1.474 -0.47
C 0.673 0.976 -1.442 0.72
C 1.620 -1.071 0.809 -0.05
N 0.383 -1.259 0.632 -0.39
C -0.513 -0.170 0.977 -0.25
C -1.383 0.214 -0.220 -0.39
C -0.613 0.710 -1.424 -0.55
H 2.325 -1.862 0.551 0.18
H 2.041 -0.137 1.210 0.14
H 0.030 0.715 1.357 0.17
H -1.173 -0.523 1.777 0.21
H -2.093 0.986 0.104 0.21
H -1.972 -0.661 -0.515 0.22
H -1.126 0.856 -2.369 0.26
```

Calculated total energy (eV): -8834.311
Kohn-Sham gap (eV): 9.70
SMILES: C=NCCC=C=O
HOMO level (eV): -8.8
LUMO level (eV): 0.862
Energy relative to the best compared isomer or geometry (same formula, charge and spin) (kJ/mol): 182.5
Spin multiplicity: 1

=====

2.
Density functional theory data (wB97M-V/def2-TZVPD) for one molecule with the formula C5H7NO.

Structure (XYZ):
```
14
Properties=species:S:1:pos:R:3:nbo_charge:R:1
O 1.939 -1.503 0.696 -0.64
C 1.010 -1.903 0.019 0.51
N -0.183 -1.283 0.097 -0.64
C -0.054 -0.041 1.011 -0.21
C 0.346 1.177 0.169 -0.51
C -0.716 1.460 -0.785 0.02
C -1.646 1.640 -1.526 -0.28
H 1.128 -2.768 -0.659 0.13
H -0.915 -1.579 -0.573 0.42
H 0.715 -0.109 1.812 0.26
H -1.012 0.058 1.507 0.21
H 0.551 2.069 0.778 0.24
H 1.286 0.954 -0.352 0.25
H -2.450 1.826 -2.196 0.24
```

Calculated total energy (eV): -8833.899
Kohn-Sham gap (eV): 10.67
SMILES: C#CCCNC=O
HOMO level (eV): -9.7
LUMO level (eV): 0.940
Energy relative to the best compared isomer or geometry (same formula, charge and spin) (kJ/mol): 222.3
Spin multiplicity: 1

=====

3.
Density functional theory data (wB97M-V/def2-TZVPD) for one molecule with the formula C5H7NO.

Structure (XYZ):
```
14
Properties=species:S:1:pos:R:3:nbo_charge:R:1
O -1.384 2.096 -1.063 -0.64
C -0.216 1.742 -1.624 0.26
C 0.758 0.911 -1.134 -0.49
C 0.864 0.094 0.039 -0.02
C -0.262 -0.701 0.503 -0.27
C 0.208 -2.008 1.139 -0.19
N -0.274 -0.959 1.973 -0.54
H -1.470 1.593 -0.238 0.49
H 0.003 2.339 -2.518 0.18
H 1.691 1.181 -1.626 0.23
H -1.265 -0.762 0.062 0.19
H 1.277 -2.208 1.097 0.22
H -0.453 -2.866 1.027 0.21
H 0.522 -0.453 2.362 0.37
```

Calculated total energy (eV): -8831.104
Kohn-Sham gap (eV): 7.46
HOMO level (eV): -7.9
LUMO level (eV): -0.463
Energy relative to the best compared isomer or geometry (same formula, charge and spin) (kJ/mol): 492.0
Spin multiplicity: 1

=====

4.
Density functional theory data (wB97M-V/def2-TZVPD) for C5H7NO as an isolated structure.

Structure (XYZ):
```
14
Properties=species:S:1:pos:R:3:nbo_charge:R:1
C 0.581 0.135 -0.524 0.16
C 0.433 -0.447 0.676 0.28
C -2.074 0.232 -0.630 -0.11
C 1.013 0.790 -1.576 -0.36
C 0.035 -1.301 1.590 -0.39
O 2.102 0.252 0.907 -0.86
N -1.173 -0.615 -0.881 -0.46
H 1.966 0.922 1.595 0.45
H -1.920 1.164 -0.059 0.14
H -3.095 0.077 -1.012 0.17
H 0.414 0.827 -2.477 0.24
H 2.002 1.226 -1.572 0.24
H -0.889 -1.850 1.459 0.25
H 0.603 -1.411 2.504 0.25
```

Calculated total energy (eV): -8829.176
Kohn-Sham gap (eV): 8.05
HOMO level (eV): -8.2
LUMO level (eV): -0.145
Energy relative to the best compared isomer or geometry (same formula, charge and spin) (kJ/mol): 678.0
Spin multiplicity: 1

=====

5.
Density functional theory data (wB97M-V/def2-TZVPD) for one molecule with the formula C5H7NO.

Structure (XYZ):
```
14
Properties=species:S:1:pos:R:3:nbo_charge:R:1
C -1.675 0.397 0.485 -0.62
C -0.437 -0.383 0.209 -0.21
C -0.232 -1.714 0.004 0.21
O 0.975 -1.993 -0.490 -0.43
C 1.697 -0.774 -0.630 -0.22
C 0.845 0.184 -0.045 0.20
N 1.319 1.432 0.223 -0.78
H -2.577 -0.203 0.336 0.23
H -1.737 1.244 -0.214 0.21
H -1.668 0.803 1.499 0.22
H -0.884 -2.563 0.184 0.20
H 1.341 -0.210 -1.574 0.23
H 0.739 2.234 0.043 0.38
H 2.293 1.547 -0.031 0.40
```

Calculated total energy (eV): -8833.239
Kohn-Sham gap (eV): 8.89
SMILES: Cc1cocc1N
HOMO level (eV): -8.2
LUMO level (eV): 0.728
Energy relative to the best compared isomer or geometry (same formula, charge and spin) (kJ/mol): 286.0
Spin multiplicity: 1

=====

6.
Density functional theory data (wB97M-V/def2-TZVPD) for a 2-piece molecular cluster, C5H7NO overall.

Structure (XYZ):
```
14
Properties=species:S:1:pos:R:3:nbo_charge:R:1
C -1.601 0.404 -0.696 -0.26
C -0.429 0.001 -0.202 -0.17
C 0.521 0.933 0.470 0.14
N 1.626 0.195 0.598 -0.62
C 1.620 -1.128 0.055 0.69
O 2.595 -1.823 -0.042 -0.53
C 0.178 -1.378 -0.342 -0.57
H -2.296 -0.286 -1.168 0.20
H -1.892 1.447 -0.661 0.22
H -1.675 2.745 1.036 -0.06
H -0.974 2.479 1.020 0.03
H 2.479 0.543 1.021 0.42
H -0.245 -2.123 0.345 0.26
H 0.123 -1.779 -1.357 0.25
```

Calculated total energy (eV): -8832.990
Kohn-Sham gap (eV): 8.69
HOMO level (eV): -8.8
LUMO level (eV): -0.152
Energy relative to the best compared isomer or geometry (same formula, charge and spin) (kJ/mol): 310.0
Spin multiplicity: 1

=====

These records have max |F| values of 0.952, 1.580, 0.739, 6.211, 1.828, 0.604 eV Å⁻¹, in the order they appear.